ORCA calculation (wB97M-V/def2-TZVPD) on a molecular structure, C25H45CdGeN5SSi3.

Each line ends with the Mulliken charge.
Geometry (Å):
Cd 0.39 0.40 -0.19  3.9820
N 0.46 3.96 3.12  -0.6354
C 0.70 3.21 1.94  0.3286
S -0.55 3.62 0.72  -0.7116
N 1.77 2.52 1.87  -1.4960
N 1.92 1.72 0.75  1.3999
C 3.14 1.77 0.14  -1.2954
C 3.38 1.05 -0.99  0.6529
C 4.61 1.16 -1.76  -1.1660
C 4.77 0.52 -2.93  -0.2664
C 3.70 -0.33 -3.44  -1.0042
C 2.57 -0.42 -2.67  -0.4734
N 2.34 0.20 -1.50  0.4912
H -0.53 4.15 3.23  0.2584
H 0.80 3.46 3.93  0.2852
H 3.91 2.44 0.53  -0.0340
H 5.38 1.81 -1.36  0.3018
H 5.69 0.64 -3.50  0.3395
H 3.79 -0.89 -4.36  0.4056
H 1.77 -1.08 -3.01  0.1144
C 2.56 -1.20 2.38  -0.8283
Si 0.75 -1.31 2.86  -0.2233
C 0.59 -2.91 3.88  -1.1276
C 0.49 0.05 4.14  -0.5450
C -0.44 -1.24 1.47  0.1628
Si -2.16 -0.78 1.88  -0.1335
C -2.42 0.95 2.55  -0.5871
C -3.28 -0.92 0.36  -0.9553
C -2.97 -1.87 3.20  -1.1702
Si -0.38 -2.74 0.45  -0.8994
C -1.43 -4.22 1.00  -1.3748
C 1.34 -3.46 0.19  -1.1082
C -0.94 -2.39 -1.33  0.3143
C -1.49 -3.34 -2.19  -0.5593
C -1.73 -3.03 -3.52  -0.4855
C -1.39 -1.76 -3.97  -0.6161
C -0.85 -0.86 -3.07  -0.7325
N -0.64 -1.16 -1.79  0.7192
H 3.15 -0.88 3.25  0.3755
H 2.70 -0.44 1.60  0.1018
H 2.97 -2.15 2.03  0.3456
H 1.31 -2.91 4.70  0.3423
H 0.77 -3.80 3.27  0.2371
H -0.42 -3.00 4.31  0.2395
H 1.19 -0.11 4.97  0.3909
H -0.52 0.06 4.55  0.2540
H 0.71 1.02 3.68  -0.2193
H -1.80 1.69 2.03  -0.1294
H -2.18 1.00 3.62  0.3441
H -3.47 1.25 2.43  0.3639
H -2.86 -0.36 -0.48  0.0408
H -4.27 -0.51 0.59  0.4935
H -3.41 -1.96 0.04  0.2339
H -2.46 -1.73 4.17  0.2455
H -2.92 -2.94 2.96  0.2593
H -4.02 -1.60 3.33  0.3447
H -1.18 -4.47 2.04  0.2975
H -1.22 -5.10 0.38  0.3826
H -2.50 -4.01 0.95  0.3447
H 1.74 -3.89 1.11  0.3057
H 2.03 -2.70 -0.17  0.2169
H 1.29 -4.26 -0.57  0.3489
H -1.72 -4.33 -1.81  0.3456
H -2.16 -3.76 -4.20  0.3969
H -1.54 -1.47 -5.00  0.4392
H -0.55 0.13 -3.37  -0.0273
C -2.70 3.64 -2.85  -1.3702
Ge -0.85 3.32 -2.22  0.3996
C -0.02 5.10 -2.13  -1.3446
C 0.07 2.52 -3.77  -1.4103
C -0.87 2.36 -0.54  -0.6863
H -2.71 4.18 -3.80  0.3802
H -3.24 4.23 -2.10  0.3397
H -3.23 2.69 -2.98  0.3984
H -0.21 5.61 -3.08  0.4065
H 1.06 5.00 -2.00  0.3538
H -0.41 5.69 -1.31  0.4161
H 0.36 3.33 -4.45  0.4736
H -0.57 1.83 -4.32  0.3922
H 0.98 1.99 -3.46  0.2507
H -1.91 2.04 -0.38  0.3593

* energy relative to the best compared isomer or geometry (same formula, charge and spin): 15.6 kJ/mol
* E_HOMO: 0.0559 hartree
* strongest force on any atom: 0.011 Eh/bohr
* total charge: -2
* lowest unoccupied orbital energy: 4.39 eV
* gap between HOMO and LUMO: 2.86 eV


ORCA calculation (wB97M-V/def2-TZVPD) on a molecular structure, C25H45Cl2PY at a distorted geometry.

Each line ends with the Mulliken charge.
Geometry (Å):
Y 1.99 1.45 0.06  0.5483
Cl 2.31 -0.26 1.85  -0.4291
P -0.21 0.57 -2.30  0.7232
C -0.89 -0.70 -1.03  -1.1041
H -0.03 -0.58 -0.23  -0.1859
H -1.65 0.02 -0.56  0.3351
C 1.70 0.84 -2.49  -0.2143
C -0.82 2.35 -2.43  0.5455
C 2.29 0.97 -3.92  -0.7717
H 1.95 1.84 -2.03  0.5492
C 3.73 1.42 -3.77  -0.9054
H 2.22 0.01 -4.45  0.3851
H 1.72 1.71 -4.51  0.1924
C 4.56 0.49 -2.85  -0.9341
H 4.21 1.47 -4.75  0.4506
H 3.76 2.43 -3.35  0.3577
C 3.89 0.20 -1.50  0.3111
H 4.74 -0.46 -3.38  0.3261
H 5.56 0.93 -2.67  0.4901
C 2.45 -0.28 -1.76  -0.9849
H 4.42 -0.58 -0.94  0.4576
H 3.92 1.14 -0.88  -0.1370
H 2.42 -1.20 -2.35  0.8334
H 1.98 -0.61 -0.77  -0.4802
C -0.72 -0.44 -3.80  -0.0078
C -2.35 2.36 -2.54  -0.7108
H -0.51 2.77 -1.45  0.4260
C -2.95 3.79 -2.52  -0.9093
H -2.67 1.84 -3.46  0.2089
H -2.77 1.79 -1.70  0.3390
C -2.32 4.72 -3.55  -0.6544
H -4.03 3.70 -2.73  0.4050
H -2.86 4.21 -1.51  0.3628
C -0.80 4.73 -3.46  -0.9594
H -2.63 4.44 -4.55  0.3347
H -2.68 5.74 -3.37  0.3273
C -0.18 3.31 -3.50  -0.3276
H -0.38 5.30 -4.29  0.4144
H -0.46 5.22 -2.54  0.3302
H -0.29 2.88 -4.51  0.1086
H 0.91 3.41 -3.32  0.0400
C 0.06 -1.76 -3.78  -0.0235
H -1.75 -0.63 -3.45  0.7832
C -0.59 -2.76 -4.70  -0.9650
H 1.10 -1.58 -4.08  0.2331
H 0.10 -2.15 -2.76  -0.8553
C -0.78 -2.21 -6.12  -0.7118
H 0.00 -3.67 -4.74  0.4511
H -1.58 -3.05 -4.30  0.3764
C -1.44 -0.81 -6.15  -0.8860
H 0.21 -2.15 -6.62  0.3096
H -1.39 -2.90 -6.72  0.4166
C -0.79 0.17 -5.20  -0.5127
H -1.39 -0.41 -7.16  0.4340
H -2.50 -0.91 -5.89  0.3679
H 0.23 0.43 -5.53  0.1646
H -1.35 1.11 -5.17  0.1385
C -0.10 -3.14 -0.26  -1.1019
C -1.27 -2.31 -0.50  1.1742
H 0.65 -3.21 -1.05  0.1125
C -2.43 -2.58 0.52  -0.7421
H -1.67 -2.27 -1.56  -0.2784
C -1.94 -2.93 1.93  -0.7239
H -3.11 -1.71 0.54  0.3628
H -3.03 -3.44 0.16  0.2682
C -0.84 -4.00 2.01  -0.8825
H -1.59 -1.99 2.39  0.2809
H -2.77 -3.26 2.55  0.3801
C 0.32 -3.68 1.04  -0.2453
H -0.48 -4.09 3.05  0.3487
H -1.26 -4.97 1.73  0.3202
H 0.97 -2.94 1.57  -0.0134
H 0.94 -4.58 0.93  0.3270
Cl 1.89 3.86 -0.32  -0.3946

* energy relative to the best compared isomer or geometry (same formula, charge and spin): 377.8 kJ/mol
* E_HOMO (alpha / beta): -0.0327 / -0.0373 hartree
* strongest force on any atom: 0.112 Eh/bohr
* total charge: -1
* lowest unoccupied orbital energy (alpha / beta): 2.50 / 2.49 eV
* gap between HOMO and LUMO (alpha / beta): 3.39 / 3.51 eV


ORCA calculation (wB97M-V/def2-TZVPD) on 6 unconnected molecules or ions with the total composition C25H45ClF2IN5P.

Each line ends with the Mulliken charge.
Geometry (Å):
C 2.86 1.76 4.69  -1.1005
C 2.19 2.90 5.44  -0.6693
C 1.16 3.69 4.62  -0.1513
Cl 0.62 5.16 5.46  -0.1178
P -0.36 2.75 4.14  0.8063
F -0.16 1.26 4.50  -0.2884
I -0.64 2.93 1.83  0.3510
C -1.87 3.24 4.99  -1.0202
C -2.70 2.04 5.43  -0.2779
F -3.14 1.37 4.30  -0.2653
H 3.30 2.11 3.75  0.3100
H 2.21 0.92 4.47  0.3311
H 3.68 1.38 5.30  0.3547
H 1.76 2.59 6.40  0.2942
H 2.95 3.65 5.69  0.4373
H 1.62 4.02 3.69  0.4586
H -2.45 3.83 4.27  0.4613
H -1.65 3.88 5.84  0.5094
H -2.14 1.34 6.04  0.3160
H -3.56 2.39 6.00  0.3158
C 1.91 -0.97 -1.09  -0.6987
C 0.63 -1.62 -0.58  -0.5732
C 0.03 -0.84 0.59  -0.1901
C 0.92 -0.76 1.74  0.2988
N 1.60 -0.66 2.66  -0.4516
H 2.68 -0.95 -0.32  0.3676
H 2.32 -1.51 -1.94  -0.0144
H 1.73 0.06 -1.41  0.2518
H 0.82 -2.65 -0.27  0.3178
H -0.11 -1.66 -1.38  0.3147
H -0.91 -1.28 0.92  0.3274
H -0.17 0.19 0.27  0.0097
C 5.52 -3.39 -4.62  -1.3012
C 4.13 -2.91 -5.02  -0.1647
C 4.07 -1.39 -5.23  -0.4423
C 4.41 -0.65 -4.02  0.2431
N 4.69 -0.10 -3.05  -0.5002
H 5.84 -2.95 -3.68  0.3495
H 5.52 -4.47 -4.51  0.3625
H 6.26 -3.13 -5.38  0.3161
H 3.40 -3.19 -4.26  0.2821
H 3.81 -3.39 -5.94  0.2106
H 3.06 -1.09 -5.54  0.2779
H 4.76 -1.08 -6.03  0.3698
C 2.25 -8.00 -7.12  -1.1222
C 0.86 -7.49 -7.49  -0.3951
C 0.82 -5.97 -7.71  -0.4339
C 1.20 -5.24 -6.50  0.2713
N 1.50 -4.69 -5.53  -0.4295
H 2.58 -7.57 -6.18  0.3365
H 2.24 -9.08 -7.01  0.3227
H 2.98 -7.74 -7.89  0.3047
H 0.14 -7.76 -6.72  0.2944
H 0.52 -7.96 -8.42  0.3010
H -0.18 -5.65 -7.99  0.2997
H 1.50 -5.68 -8.51  0.2714
C -0.72 5.84 -0.98  -1.1284
C -0.01 4.65 -1.62  -0.2003
C 0.88 5.05 -2.80  -0.5549
C 0.09 5.68 -3.86  0.2038
N -0.56 6.17 -4.67  -0.3884
H -1.38 6.33 -1.69  0.4043
H -1.32 5.54 -0.13  0.2633
H 0.00 6.59 -0.63  0.3066
H -0.75 3.92 -1.96  0.2624
H 0.62 4.15 -0.88  0.1763
H 1.38 4.18 -3.22  0.3066
H 1.65 5.76 -2.48  0.3060
C -6.29 0.96 5.19  -0.7891
C -7.26 -0.14 5.59  -0.4990
C -8.27 0.34 6.64  -0.4985
C -7.58 0.82 7.84  0.2851
N -7.04 1.21 8.78  -0.4226
H -5.71 1.29 6.05  0.1185
H -5.59 0.61 4.43  0.2989
H -6.82 1.82 4.78  0.3034
H -6.71 -0.99 6.00  0.3007
H -7.81 -0.50 4.72  0.3144
H -8.95 -0.45 6.93  0.3085
H -8.86 1.17 6.25  0.2833

* E_HOMO: -0.4741 hartree
* strongest force on any atom: 0.005 Eh/bohr
* total charge: +1
* lowest unoccupied orbital energy: -4.08 eV
* gap between HOMO and LUMO: 8.82 eV